Entry 1:
The following is a DFT calculation (the ωB97M-V functional and the def2-TZVPD basis) of 14 unconnected molecules or ions with the total composition C28H84O14 at a distorted geometry.

The geometry in XYZ format:
```
126
C28H84O14 the ωB97M-V functional and the def2-TZVPD basis
C 2.17637 -0.21497 3.77146
C 3.25599 0.83405 3.90737
O 4.27077 0.35061 4.77896
H 1.68796 -0.45218 4.71837
H 2.49594 -1.12906 3.27288
H 1.34920 0.18947 3.18133
H 2.80238 1.77878 4.23121
H 3.67651 1.07667 2.92180
H 4.75817 1.11504 5.10405
C -0.07307 -0.70087 -0.60754
C 0.34833 -0.04044 0.70514
O 0.16764 1.37058 0.49606
H 0.11974 -1.78077 -0.60143
H 0.51316 -0.42272 -1.48795
H -1.11156 -0.43500 -0.79765
H 1.38422 -0.21372 0.97966
H -0.34977 -0.34690 1.48628
H -0.73504 1.59482 0.80394
C -2.90225 -0.71053 -4.52322
C -3.21415 0.55914 -3.75316
O -2.84210 1.70903 -4.50951
H -1.83482 -0.81474 -4.73501
H -3.41043 -0.69900 -5.48692
H -3.23274 -1.58758 -3.95717
H -2.75147 0.57805 -2.75824
H -4.29212 0.63684 -3.59617
H -1.88319 1.68415 -4.64781
C 3.95968 0.58049 -1.69118
C 4.14738 1.84795 -2.49770
O 5.38568 2.50110 -2.17452
H 3.71692 0.81737 -0.65372
H 4.84681 -0.04031 -1.80093
H 3.06557 0.06493 -2.05255
H 3.37901 2.60622 -2.29682
H 4.11307 1.61159 -3.56837
H 5.70144 2.93081 -2.97271
C -3.58341 3.79358 0.77504
C -3.28217 2.32378 0.49108
O -2.37278 1.80912 1.45865
H -4.34555 4.12090 0.06128
H -2.70013 4.42401 0.72143
H -4.04541 3.89844 1.75913
H -2.77786 2.22329 -0.46920
H -4.22928 1.78158 0.45295
H -2.84654 1.53889 2.27301
C 1.55018 -0.88772 -4.44319
C 1.42606 -2.38124 -4.11103
O 2.01743 -2.61468 -2.84460
H 0.99264 -0.23068 -3.77791
H 1.18377 -0.64888 -5.44256
H 2.62481 -0.70419 -4.36866
H 1.86702 -2.93439 -4.94404
H 0.38035 -2.68297 -4.09275
H 2.97253 -2.69224 -2.95758
C 3.73033 -2.60347 0.47543
C 3.33985 -3.97509 -0.06661
O 1.98311 -3.97330 -0.46576
H 4.80623 -2.42847 0.53752
H 3.33910 -2.54737 1.49564
H 3.29431 -1.76513 -0.06764
H 3.54469 -4.77775 0.64407
H 4.00184 -4.27496 -0.89451
H 1.89497 -3.51759 -1.32367
C -1.50649 -3.81652 -2.21687
C -2.38734 -5.04258 -2.36999
O -3.74808 -4.64828 -2.26537
H -1.74217 -3.37067 -1.25009
H -1.68661 -3.11102 -3.02876
H -0.43950 -4.06303 -2.24599
H -2.18996 -5.78416 -1.58442
H -2.24845 -5.54760 -3.32651
H -3.89600 -4.27188 -1.37937
C -0.16305 4.19667 3.10005
C -0.78252 5.57932 3.23381
O -0.81390 5.90570 4.62472
H 0.91662 4.24084 3.24262
H -0.30895 3.76745 2.11036
H -0.58772 3.52158 3.84406
H -1.79612 5.57495 2.82441
H -0.15793 6.28629 2.68058
H -1.28394 6.74100 4.71319
C -3.87851 -1.62576 0.78315
C -4.19153 -2.96399 1.42048
O -3.96228 -3.95177 0.40738
H -4.07439 -0.78249 1.44681
H -4.51842 -1.46488 -0.08404
H -2.82397 -1.62695 0.51083
H -5.22877 -3.05742 1.76703
H -3.59231 -3.21281 2.30327
H -4.04622 -4.82902 0.79860
C -1.64799 0.33694 4.76296
C -3.04513 -0.20354 4.51549
O -3.73203 0.66706 3.60825
H -0.94090 0.00317 4.00504
H -1.27451 -0.12294 5.68440
H -1.60524 1.41163 4.92123
H -3.59591 -0.24739 5.45925
H -2.99221 -1.20696 4.08066
H -4.64302 0.36997 3.52077
C 3.68398 4.92586 1.40317
C 3.31524 3.59193 0.77314
O 1.91748 3.57551 0.57052
H 4.73745 4.90552 1.69041
H 3.05317 5.14757 2.26299
H 3.55214 5.74911 0.69709
H 3.64488 2.81843 1.48044
H 3.83130 3.46636 -0.18542
H 1.55203 2.68180 0.46196
C 0.12130 2.74478 -2.82882
C 0.80078 2.70067 -4.17436
O -0.00436 1.94282 -5.07362
H -0.91894 3.07665 -2.87258
H 0.62244 3.38678 -2.10322
H 0.04139 1.75109 -2.37471
H 1.85752 2.41260 -4.14861
H 0.88312 3.73679 -4.54361
H 0.49739 1.83835 -5.88865
C -0.40497 -3.79623 1.94915
C -0.50818 -5.19114 1.36514
O 0.76997 -5.80720 1.38902
H -0.16663 -3.88286 3.01332
H -1.31027 -3.18277 1.89752
H 0.37786 -3.22541 1.44653
H -0.88706 -5.11786 0.34070
H -1.21074 -5.76230 1.97169
H 1.31184 -5.26014 0.79907
```

The calculation puts the frontier orbital gap at 9.86 eV. For the total energy, the calculation gives -2170.43273 hartree.

***

Entry 2:
The following is a DFT calculation (the ωB97M-V functional and the def2-TZVPD basis) of 16 unconnected molecules or ions with the total composition C28H85N3O31S6 at a distorted geometry.

The geometry in XYZ format:
```
153
C28H85N3O31S6 the ωB97M-V functional and the def2-TZVPD basis
C 1.07085 5.79095 -0.34858
O -0.18602 6.23941 -0.76589
H 1.57546 6.53038 0.27327
H 1.07986 4.86826 0.23165
H 1.77491 5.60015 -1.15852
H -0.51791 5.57588 -1.37514
C 1.38719 0.79323 -4.10889
O 1.24478 1.78061 -3.07741
H 1.90559 1.26357 -4.94444
H 1.80553 -0.18786 -3.88407
H 0.39390 0.57228 -4.49962
H 2.05686 1.74316 -2.56680
C -0.72666 -5.45702 2.55573
O 0.46060 -5.74074 1.85901
H -1.53300 -5.58139 1.83293
H -0.78565 -6.12961 3.41144
H -0.77250 -4.40821 2.84897
H 0.42973 -5.09735 1.14717
C 2.14139 -3.98253 4.83624
O 3.30651 -3.20540 4.65841
H 2.17731 -4.75375 4.06681
H 2.29464 -4.45679 5.80563
H 1.16630 -3.52246 4.67615
H 3.07947 -2.72468 3.85907
C 4.91706 0.78352 -2.40899
O 3.79365 1.51222 -1.95166
H 5.67123 0.80302 -1.62225
H 4.72186 -0.28459 -2.50469
H 5.34365 1.10060 -3.36061
H 4.17564 2.39262 -1.92753
C -0.53169 4.43623 -3.45030
O -0.57673 3.92322 -2.15401
H -0.55551 3.61896 -4.17113
H -1.48449 4.94532 -3.59550
H 0.21364 5.22190 -3.57412
H -0.25650 3.02854 -2.29035
C 6.40611 -4.66946 -0.35810
O 5.12568 -4.93538 -0.82490
H 7.16464 -4.83223 -1.12377
H 6.54217 -3.71236 0.14544
H 6.69840 -5.34763 0.44362
H 4.82615 -4.18825 -1.34803
O -2.23373 -1.79603 1.67121
S -3.17426 -2.58051 0.86983
O -2.78996 -3.86130 0.26813
O -4.46337 -2.77384 1.91445
C -5.46669 -3.70224 1.54649
C -6.57029 -3.60683 2.55493
C -3.88591 -1.39201 -0.42139
H -5.00903 -4.69021 1.59724
H -5.80496 -3.59857 0.51551
H -6.82016 -2.55597 2.70112
H -6.38015 -4.03133 3.54069
H -7.45919 -4.10713 2.17066
H -4.35216 -0.46024 -0.10121
H -4.75171 -1.85682 -0.89304
H -3.12796 -1.36399 -1.20423
O 2.41436 -1.88140 2.39832
S 1.69838 -1.70412 1.12704
O 0.74238 -2.72605 0.69321
O 0.80690 -0.28937 1.09693
C -0.04745 0.00002 0.00850
C -0.74168 1.34467 0.19364
C 2.87103 -1.37542 -0.26426
H -0.73041 -0.83842 -0.12820
H 0.54279 0.04475 -0.90675
H -1.13159 1.67618 -0.76874
H -0.04173 2.11712 0.51221
H -1.50447 1.27492 0.96914
H 3.33415 -0.39712 -0.13566
H 2.34879 -1.52009 -1.21000
H 3.70713 -2.05835 -0.11370
O -5.56027 3.68586 -6.10170
S -4.08949 3.60664 -6.09584
O -3.24708 4.70437 -5.71773
O -3.65846 2.21143 -5.30131
C -3.71901 2.28499 -3.87556
C -2.93841 1.03843 -3.43519
C -3.71204 3.10642 -7.88371
H -4.75674 2.30075 -3.54245
H -3.32199 3.17142 -3.38089
H -3.50739 0.11415 -3.53546
H -2.65369 1.08532 -2.38408
H -2.03724 0.90666 -4.03405
H -4.17875 2.12722 -7.99075
H -2.62693 3.00797 -7.85278
H -4.13657 3.92454 -8.46556
O -1.81390 0.96839 6.43900
S -0.41632 0.80607 6.00208
O 0.39855 1.97603 5.91306
O 0.36122 -0.36470 6.87474
C -0.38327 -1.59647 7.12096
C 0.41697 -2.41194 8.16332
C -0.42389 -0.01948 4.39016
H -0.52109 -2.25252 6.26148
H -1.39651 -1.36286 7.44788
H 1.35726 -2.82368 7.79668
H -0.19027 -3.23219 8.54613
H 0.62342 -1.79993 9.04134
H -1.11615 -0.85824 4.46344
H 0.56708 -0.45345 4.25688
H -0.76197 0.61711 3.57252
O -2.48033 8.28967 4.27639
S -1.32964 7.39706 4.29392
O -0.30735 7.63299 5.26380
O -1.90125 5.83648 4.45338
C -0.98351 4.80549 4.63624
C -1.22804 3.63035 3.67202
C -0.71831 7.30615 2.56407
H -1.15686 4.36291 5.61714
H 0.06527 5.09640 4.69571
H -0.70063 2.73397 3.99829
H -0.95107 3.94925 2.66719
H -2.29465 3.43528 3.56067
H -1.56046 6.96116 1.96418
H 0.18277 6.69298 2.55127
H -0.64264 8.36501 2.31671
O 2.81585 -2.68326 -5.02505
S 3.76641 -3.39693 -4.13829
O 4.16552 -2.86835 -2.82392
O 3.31680 -4.95694 -4.01235
C 2.80243 -5.57962 -5.16645
C 2.01618 -6.85554 -4.63705
C 5.37394 -3.63943 -4.91679
H 3.68858 -5.76159 -5.77450
H 2.06874 -4.98788 -5.71388
H 2.60217 -7.41111 -3.90488
H 1.71991 -7.54800 -5.42497
H 1.15815 -6.58244 -4.02278
H 5.17591 -4.15899 -5.85431
H 5.92106 -4.24504 -4.19428
H 5.86079 -2.68550 -5.11951
C -3.25946 4.72219 -0.59412
N -3.90865 3.55016 -0.03241
O -4.82707 3.03910 -0.69327
O -3.52386 3.10269 1.06261
H -3.93232 5.57490 -0.50335
H -3.05825 4.52712 -1.64748
H -2.38543 4.98315 0.00258
C 2.71767 2.10557 2.19877
N 2.94074 3.51891 2.39257
O 2.01904 4.15725 2.87419
O 4.06534 3.99360 2.09656
H 1.73992 1.76043 2.53492
H 3.46874 1.59186 2.79886
H 2.79076 1.94488 1.12316
C -0.11018 -4.39016 -2.07263
N -0.78915 -3.11560 -2.44758
O -1.94831 -3.14103 -2.72432
O -0.18525 -2.07290 -2.43620
H -0.78156 -4.92519 -1.40099
H 0.79916 -4.20269 -1.50161
H 0.16215 -4.92379 -2.98321
```

The calculation puts the frontier orbital gap at 9.21 eV. For the total energy, the calculation gives -6003.08076 hartree.

***

Entry 3:
The following is a DFT calculation (the ωB97M-V functional and the def2-TZVPD basis) of 12 unconnected molecules or ions with the total composition C28H85N5O13 at a distorted geometry.

The geometry in XYZ format:
```
131
C28H85N5O13 the ωB97M-V functional and the def2-TZVPD basis
C 8.51619 3.56135 -11.53663
O 8.11378 3.83408 -12.91301
C 6.79987 3.39648 -13.24612
C 6.19405 4.14265 -14.47375
C 5.81065 5.63881 -14.26123
N 5.04619 3.36486 -14.83269
H 9.44848 4.12286 -11.59701
H 8.67816 2.53086 -11.22046
H 7.88672 4.11701 -10.84157
H 6.85649 2.31423 -13.36288
H 6.04692 3.57811 -12.47919
H 6.92958 4.02199 -15.26907
H 6.72906 6.20868 -14.12021
H 5.12620 5.78072 -13.42488
H 5.37962 5.98324 -15.20128
H 5.36158 2.41792 -14.98740
H 4.52851 3.72166 -15.62314
C 2.55090 3.20719 -21.75993
O 1.82636 4.36955 -21.42814
C 2.61702 5.63079 -21.26925
C 1.53207 6.69640 -20.95789
C 2.15800 8.05462 -20.75167
N 0.87286 6.44877 -19.66132
H 3.28320 3.11620 -20.95771
H 3.06045 3.10218 -22.71776
H 1.98554 2.29930 -21.54971
H 3.35818 5.48232 -20.48391
H 3.09069 5.91753 -22.20815
H 0.76781 6.53534 -21.71819
H 2.53914 8.20637 -21.76152
H 2.96536 8.18439 -20.03096
H 1.45330 8.85350 -20.52085
H 0.57223 5.49794 -19.50116
H 1.46102 6.66383 -18.86890
C 5.80338 7.80569 -18.13786
O 7.13179 7.45399 -17.95489
C 7.81943 8.26823 -17.00770
C 9.34609 7.91599 -17.06958
C 9.88375 8.18521 -18.50992
N 9.53763 6.51916 -16.73182
H 5.64547 8.88395 -18.16079
H 5.18183 7.40577 -17.33671
H 5.26046 7.50638 -19.03438
H 7.70823 9.33543 -17.19956
H 7.33764 8.08109 -16.04804
H 9.94994 8.53922 -16.40999
H 10.96688 8.30302 -18.47745
H 9.26290 8.96632 -18.94871
H 9.84457 7.32855 -19.18273
H 9.43588 6.43134 -15.73081
H 8.77285 6.03265 -17.17738
C 12.90326 14.63477 -18.01984
O 11.96273 14.00752 -17.09386
C 11.86111 12.56049 -17.31616
C 10.87999 12.10712 -18.48038
C 9.45391 11.72665 -18.02564
N 11.37093 10.92680 -19.07980
H 12.53585 14.45912 -19.03090
H 13.94915 14.32813 -18.00543
H 12.85070 15.72037 -17.93733
H 12.81902 12.05753 -17.44851
H 11.54290 12.08454 -16.38863
H 10.76131 12.83578 -19.28230
H 9.08139 12.68132 -17.65426
H 9.32536 11.01673 -17.20859
H 8.78578 11.56964 -18.87244
H 10.98028 10.10458 -18.64225
H 10.97827 11.00568 -20.00699
C 16.46622 6.52938 -21.46667
O 16.39975 7.59308 -22.45116
C 15.04023 8.04735 -22.66778
C 14.40233 8.71806 -21.40702
C 12.80473 8.59482 -21.49168
N 14.65225 10.12253 -21.32074
H 15.72839 5.73025 -21.53809
H 16.39112 6.88225 -20.43811
H 17.39468 5.95837 -21.47073
H 15.12882 8.75271 -23.49406
H 14.40917 7.26886 -23.09650
H 14.78643 8.29488 -20.47885
H 12.23190 9.03348 -20.67465
H 12.50263 7.54800 -21.45977
H 12.33740 9.06502 -22.35690
H 14.15611 10.42820 -20.49580
H 15.64370 10.20944 -21.14875
O 10.38891 2.95122 -14.68908
C 11.21048 4.04883 -14.98499
C 11.32460 5.14380 -13.93746
O 10.02965 5.69217 -13.70319
H 9.48034 3.25967 -14.65811
H 12.22354 3.82791 -15.32116
H 10.80705 4.33824 -15.95535
H 12.02589 5.91746 -14.25010
H 11.75985 4.62409 -13.08390
H 9.50297 5.25341 -13.03111
C 11.61014 9.41539 -13.25845
O 10.22157 8.96274 -13.34377
H 11.80051 10.33006 -13.81992
H 11.78051 9.71310 -12.22382
H 12.26876 8.60850 -13.57977
H 10.21381 8.01418 -13.49135
C 4.84637 11.97481 -16.37955
O 5.30083 12.22168 -15.13274
H 4.61325 12.92811 -16.85386
H 5.66955 11.53284 -16.94093
H 3.96652 11.33215 -16.34860
H 5.97356 12.90531 -15.17362
C 5.43816 4.53785 -18.66837
O 6.07521 3.26183 -18.57735
H 6.25425 5.24293 -18.51030
H 5.09119 4.51362 -19.70138
H 4.53152 4.57882 -18.06469
H 6.96348 3.38860 -18.91868
C 5.47588 10.47276 -20.93595
O 5.55124 11.11042 -19.67212
H 4.99422 11.08703 -21.69673
H 6.44240 10.35652 -21.42630
H 4.99342 9.50523 -20.79738
H 4.83572 11.74458 -19.58570
C 13.13125 7.59152 -16.85138
O 12.37626 6.57893 -17.52066
H 13.22690 7.23590 -15.82548
H 14.06303 7.69874 -17.40670
H 12.63702 8.56169 -16.80007
H 11.55092 6.49136 -17.03822
C 7.98779 5.45115 -21.63653
O 7.84171 4.95677 -20.35894
H 8.52398 4.69428 -22.20902
H 7.00556 5.57047 -22.09377
H 8.51502 6.40357 -21.69158
H 7.69953 5.65360 -19.71409
```

The calculation puts the frontier orbital gap at 9.34 eV. Its SMILES is COC[C@H](C)N.COC[C@H](C)N.COC[C@H](C)N.COC[C@H](C)N.COC[C@H](C)N.OCCO.CO.CO.CO.CO.CO.CO. For the total energy, the calculation gives -2369.33664 hartree.